Record 1
Entry from the OMol25 dataset: C20H54F3NaO18 as an isolated structure (ωB97M-V/def2-TZVPD).

Cartesian coordinates (Å):
Na (1.70655, 1.49628, -4.90135)
C (0.40909, 1.01651, -1.52857)
O (0.58680, -0.29941, -1.22667)
O (0.18708, 1.12232, -2.92918)
C (-0.61349, 1.76001, -0.57144)
F (-0.91872, 2.98414, -1.09580)
F (-1.73358, 1.06638, -0.44352)
F (-0.03495, 2.01371, 0.58435)
C (1.37595, -0.68909, -0.10459)
C (1.27113, -2.17112, -0.08612)
H (1.96679, -2.63034, -0.78845)
H (1.55452, -2.38643, 0.94414)
H (0.23415, -2.48263, -0.21163)
H (0.86295, -0.38257, 0.80701)
H (2.43950, -0.45501, -0.05829)
H (1.35474, 1.52302, -1.33539)
C (-3.44005, -0.96585, 2.89502)
C (-2.42877, -2.07927, 2.50970)
O (-3.02979, -3.32872, 2.11142)
O (-4.22565, -1.34526, 3.98495)
H (-4.10899, -0.80773, 2.04908)
H (-2.96972, -0.00934, 3.12302)
H (-1.69606, -2.25949, 3.29631)
H (-1.97592, -1.79974, 1.55845)
H (-3.79079, -3.39733, 2.69258)
H (-5.11370, -1.03442, 3.79430)
C (-4.57137, -3.46246, -1.41112)
C (-3.62126, -2.32494, -1.40088)
O (-4.00293, -1.38889, -0.40576)
O (-5.86188, -2.97136, -2.01476)
H (-4.68006, -4.00925, -0.47448)
H (-4.25511, -4.15757, -2.18888)
H (-3.62395, -1.80345, -2.35803)
H (-2.67003, -2.85589, -1.36416)
H (-3.32369, -0.75655, -0.15999)
H (-6.49386, -3.44431, -1.46838)
C (-1.89736, 6.02987, -2.80274)
C (-2.76918, 6.38880, -3.98752)
O (-2.68518, 7.74826, -4.31316)
O (-2.18729, 6.84833, -1.65428)
H (-0.81621, 6.02040, -2.94108)
H (-2.14185, 4.97964, -2.64363)
H (-3.82450, 6.18927, -3.80152)
H (-2.51749, 5.82007, -4.88267)
H (-2.69144, 8.26946, -3.50699)
H (-1.37682, 7.00947, -1.16563)
C (3.29196, 4.23028, -1.05461)
C (3.78312, 5.49116, -0.25465)
O (2.58645, 6.10790, 0.29376)
O (4.36074, 3.56097, -1.58367)
H (2.62345, 4.30610, -1.91221)
H (2.77853, 3.52102, -0.40544)
H (4.15412, 6.18882, -1.00547)
H (4.49915, 5.16525, 0.49980)
H (2.82727, 7.00743, 0.52710)
H (4.07119, 2.84158, -2.14958)
C (5.59742, -3.24824, 1.35205)
C (4.54045, -4.02625, 2.26066)
O (3.50316, -4.60810, 1.50255)
O (4.80306, -2.34509, 0.50628)
H (6.15108, -4.02316, 0.82189)
H (6.23782, -2.63967, 1.99052)
H (4.17498, -3.40643, 3.07941)
H (5.00877, -4.79110, 2.88016)
H (3.11606, -5.36084, 1.95546)
H (3.90422, -2.67677, 0.44571)
C (1.19681, -5.72931, 3.02153)
C (0.05895, -5.24698, 2.14843)
O (-0.82681, -4.82123, 3.15263)
O (1.88738, -6.87614, 2.38137)
H (0.98496, -5.87433, 4.08087)
H (1.95368, -4.94531, 3.04615)
H (-0.64388, -5.96968, 1.73391)
H (0.40178, -4.54990, 1.38381)
H (-1.44146, -4.18269, 2.78373)
H (1.21173, -7.55795, 2.36548)
C (-1.52532, -1.92382, -4.18607)
C (-1.02468, -2.80174, -5.31596)
O (0.43857, -2.68055, -5.51208)
O (-1.43725, -0.52285, -4.44370)
H (-0.77509, -2.18969, -3.44138)
H (-2.52122, -2.24762, -3.88369)
H (-1.54179, -2.32073, -6.14621)
H (-1.38395, -3.82882, -5.38026)
H (0.70689, -1.76890, -5.64812)
H (-0.88661, -0.10812, -3.77557)
C (0.77283, 3.67585, 4.92244)
C (1.51418, 4.00027, 3.56614)
O (1.26737, 5.26747, 3.17478)
O (1.04376, 4.71827, 5.84074)
H (1.02705, 2.69737, 5.32991)
H (-0.29864, 3.78322, 4.75351)
H (1.32433, 3.43175, 2.65574)
H (2.56890, 3.85343, 3.79875)
H (1.50090, 5.36577, 2.24882)
H (0.57601, 5.47060, 5.47088)

total energy: -2610.05603 Ha
total charge: +1
energy above the lowest of the compared OMol25 structures with the same formula, charge and spin: 0.00 kcal/mol
expectation value of S²: 0.755
spin multiplicity: 2

---

Record 2
Entry from the OMol25 dataset: an isolated ion of composition C3H4NO and charge -1 (ωB97M-V/def2-TZVPD).

Cartesian coordinates (Å):
C (0.93812, -1.90829, -0.24883)
C (0.32772, -1.02365, 0.34650)
C (-0.55387, 1.03035, -0.30962)
N (0.03922, 0.25053, 0.75783)
O (0.54238, 0.90617, 1.77161)
H (0.89330, -2.85046, -0.71390)
H (0.16593, 0.95453, -1.07489)
H (-1.55326, 0.56273, -0.68850)
H (-0.79954, 2.07810, 0.15980)

SMILES string: C#CN(C)[O-]
total energy: -246.54430 Ha
total charge: -1
energy above the lowest of the compared OMol25 structures with the same formula, charge and spin: 45.55 kcal/mol

---

Record 3
Entry from the OMol25 dataset: a 7-piece molecular cluster, C7H28N8O7 overall (ωB97M-V/def2-TZVPD).

Cartesian coordinates (Å):
C (-12.44000, -15.60800, -22.27600)
O (-13.18700, -16.39800, -21.29600)
N (-11.46400, -16.14300, -22.96700)
N (-12.64700, -14.35200, -22.56500)
H (-11.05100, -17.15500, -22.64800)
H (-10.87600, -15.72600, -23.66400)
H (-13.05900, -13.87100, -21.75400)
H (-11.98800, -13.81700, -23.17300)
C (-9.96400, -19.18100, -23.30600)
O (-10.19800, -19.14600, -24.70500)
N (-10.92300, -18.92500, -22.44100)
N (-8.80000, -19.47700, -22.91300)
H (-11.89900, -18.88700, -22.95100)
H (-10.90800, -18.87800, -21.41400)
H (-8.16600, -19.91900, -23.67200)
H (-8.56700, -19.53400, -21.87700)
C (-14.92200, -21.55700, -19.52500)
O (-15.55000, -21.93000, -18.45000)
N (-15.38100, -20.98500, -20.56500)
N (-13.61200, -21.62900, -19.60100)
H (-16.26100, -20.42900, -20.40500)
H (-15.06400, -21.12800, -21.54300)
H (-13.27600, -22.21400, -18.86100)
H (-13.02600, -21.77100, -20.36400)
C (-13.76700, -19.52500, -22.86100)
O (-14.05900, -20.84600, -23.09500)
N (-13.85500, -18.93900, -21.70800)
N (-13.27500, -18.73400, -23.76100)
H (-14.26100, -19.72200, -21.03500)
H (-13.57300, -18.02000, -21.44800)
H (-13.13200, -19.16900, -24.61500)
H (-13.03400, -17.72200, -23.89300)
C (-16.14500, -16.71800, -23.33700)
O (-15.73900, -17.05900, -21.99900)
H (-15.26700, -16.66200, -23.95700)
H (-16.82500, -15.83100, -23.34700)
H (-16.85100, -17.49500, -23.76100)
H (-15.16100, -17.82200, -21.98000)
C (-13.09000, -15.10500, -26.57100)
O (-13.23900, -15.80400, -25.34900)
H (-13.81600, -15.61200, -27.22400)
H (-12.08200, -15.01400, -26.95700)
H (-13.29400, -14.01000, -26.39800)
H (-12.52700, -15.42900, -24.75800)
C (-14.18300, -18.41000, -18.57200)
O (-12.89200, -19.05100, -18.54700)
H (-15.06700, -18.98200, -18.81400)
H (-14.23700, -17.62600, -19.37400)
H (-14.35500, -17.83200, -17.64200)
H (-13.03500, -19.92100, -18.89800)

SMILES string: NC(N)=O.NC(N)=O.NC(N)=O.NC(N)=O.CO.CO.CO
total energy: -1248.10722 Ha
energy above the lowest of the compared OMol25 structures with the same formula, charge and spin: 169.14 kcal/mol